# C46H44F7N10O2S

9 unconnected molecules or ions with the total composition C46H44F7N10O2S in a non-equilibrium geometry (ωB97M-V with the def2-TZVPD basis set, the OMol25 dataset).

Geometry as XYZ:
```
110
Properties=species:S:1:pos:R:3:forces:R:3
O -0.1002 0.3395 7.2956 0.801 1.029 -2.901
S 0.5479 -0.1582 6.0823 -2.293 -2.488 6.654
O 0.9308 -1.5391 6.3310 0.524 1.827 -2.603
N -0.6695 -0.1739 4.8584 0.036 -0.719 -1.783
C -0.6915 -1.3249 4.0153 -3.864 1.370 -2.712
C -1.8351 -1.0876 3.1248 2.862 -0.359 2.467
N -2.3791 0.1660 3.4944 1.889 -0.879 1.337
C -1.6771 0.7154 4.5481 -0.193 -0.999 -1.015
C 1.9749 0.9828 5.7068 1.260 3.230 0.141
F 1.7290 1.8294 4.6289 0.081 -1.973 1.305
F 2.0798 1.8270 6.7978 -0.473 -1.889 -1.577
C 3.3885 0.2803 5.5523 1.848 0.452 0.657
F 4.3327 1.3020 5.6656 -1.839 -1.352 -0.596
F 3.6851 -0.5891 6.5825 -1.169 1.148 -1.797
C 3.6554 -0.3988 4.1480 2.429 -1.019 -0.964
F 3.7244 0.5170 3.1221 -0.960 -1.570 1.792
F 4.9265 -0.9519 4.2144 -2.067 0.798 0.099
F 2.8051 -1.4400 3.8800 0.631 1.980 0.229
H -0.0307 -2.2226 4.0176 -0.502 1.280 0.429
H -2.2006 -1.7910 2.3283 0.184 1.101 0.681
H -3.2068 0.5552 3.0384 0.358 0.126 0.429
H -1.8801 1.6827 5.0794 0.201 -1.161 -0.685
N -4.0080 2.6089 7.3482 0.157 -0.183 0.238
C -3.3126 1.5395 7.7489 -0.255 0.364 -0.067
C -3.1684 1.1613 9.0724 0.038 -0.056 0.006
C -3.7781 1.9393 10.0441 -0.024 0.015 0.107
C -4.5038 3.0551 9.6562 0.077 -0.121 -0.019
C -4.5891 3.3439 8.3036 0.032 0.007 -0.362
H -2.8529 0.9642 6.9520 0.024 -0.165 0.157
H -2.5944 0.2825 9.3364 0.002 0.039 -0.031
H -3.6889 1.6790 11.0921 -0.001 0.007 -0.053
H -4.9927 3.6861 10.3865 0.005 -0.007 -0.056
H -5.1481 4.2037 7.9506 0.007 -0.008 0.075
N -1.9415 -2.7579 -0.1739 0.190 0.129 -0.138
C -2.1083 -3.8774 -0.8918 -0.059 0.111 0.305
C -1.5780 -4.0667 -2.1566 0.083 0.067 0.029
C -0.8347 -3.0398 -2.7166 0.059 -0.023 -0.037
C -0.6494 -1.8708 -1.9954 0.033 -0.010 -0.110
C -1.2182 -1.7817 -0.7372 -0.236 -0.198 0.252
H -2.6996 -4.6507 -0.4132 0.025 -0.028 -0.073
H -1.7428 -4.9930 -2.6900 -0.053 0.052 0.031
H -0.4042 -3.1495 -3.7051 -0.039 0.003 0.036
H -0.0749 -1.0476 -2.4014 0.010 -0.010 0.065
H -1.0968 -0.8871 -0.1335 0.068 0.057 -0.096
N 7.8286 1.9668 7.9632 0.172 -0.264 -0.325
C 7.0732 1.4211 7.0033 0.190 0.198 0.342
C 7.5739 0.6181 5.9908 0.045 0.024 0.042
C 8.9371 0.3672 5.9667 0.070 -0.080 -0.091
C 9.7409 0.9226 6.9489 -0.067 -0.039 -0.065
C 9.1404 1.7090 7.9198 -0.322 0.171 0.166
H 6.0169 1.6491 7.0638 0.076 -0.011 0.029
H 6.9151 0.2006 5.2408 0.032 0.027 0.022
H 9.3680 -0.2548 5.1906 -0.015 0.029 0.034
H 10.8091 0.7493 6.9621 -0.037 0.022 0.024
H 9.7272 2.1626 8.7115 0.042 -0.035 -0.049
N 3.2197 -0.6396 -2.0624 0.179 -0.448 0.232
C 3.5929 -0.5615 -0.7791 -0.174 0.135 -0.334
C 4.2390 -1.5810 -0.0984 -0.045 -0.028 -0.042
C 4.5142 -2.7546 -0.7821 0.068 -0.135 0.063
C 4.1379 -2.8635 -2.1107 0.003 0.027 0.084
C 3.4989 -1.7849 -2.7026 -0.222 0.437 -0.007
H 3.3542 0.3750 -0.2848 0.054 -0.014 0.040
H 4.5198 -1.4594 0.9402 0.015 0.025 -0.036
H 5.0174 -3.5757 -0.2844 -0.013 0.036 -0.026
H 4.3361 -3.7646 -2.6762 -0.013 0.054 -0.016
H 3.1878 -1.8206 -3.7421 0.108 -0.070 -0.026
N -3.9337 -2.7579 -4.0389 -0.207 0.468 -0.112
C -4.3987 -2.0318 -3.0148 0.168 -0.324 -0.194
C -4.9548 -0.7707 -3.1540 0.095 -0.029 -0.093
C -5.0320 -0.2252 -4.4259 0.009 0.200 -0.012
C -4.5561 -0.9539 -5.5033 0.018 -0.012 0.080
C -4.0208 -2.2094 -5.2575 0.093 -0.307 0.281
H -4.3134 -2.4997 -2.0392 -0.023 0.058 0.018
H -5.3176 -0.2291 -2.2898 0.045 -0.043 0.003
H -5.4592 0.7598 -4.5755 0.015 -0.039 0.001
H -4.5995 -0.5590 -6.5102 0.008 -0.036 0.023
H -3.6382 -2.8208 -6.0682 -0.031 0.058 -0.030
N 2.7890 -1.3975 -6.4437 -0.540 0.211 -0.368
C 3.2023 -1.1069 -7.6882 -0.030 -0.309 0.488
C 2.4068 -0.4906 -8.6406 -0.074 0.003 0.040
C 1.1073 -0.1558 -8.2941 -0.073 0.056 -0.076
C 0.6529 -0.4458 -7.0174 0.033 0.000 -0.033
C 1.5250 -1.0611 -6.1342 0.612 -0.216 -0.079
H 4.2249 -1.3906 -7.9133 -0.025 0.037 -0.047
H 2.7946 -0.2787 -9.6286 0.013 -0.031 0.037
H 0.4546 0.3263 -9.0126 0.031 -0.014 0.034
H -0.3565 -0.1993 -6.7136 0.040 -0.004 0.022
H 1.2163 -1.3047 -5.1222 -0.055 0.054 -0.015
N 3.2513 3.7863 -4.6343 -0.019 -0.136 -0.423
C 3.1058 4.6092 -5.6796 0.021 -0.106 0.370
C 3.1097 4.1877 -7.0000 0.002 -0.066 -0.011
C 3.2780 2.8357 -7.2559 0.001 -0.015 -0.076
C 3.4328 1.9625 -6.1908 -0.006 0.124 -0.049
C 3.4105 2.4854 -4.9069 -0.023 0.287 0.258
H 2.9806 5.6575 -5.4292 -0.002 -0.001 -0.076
H 2.9849 4.8989 -7.8063 0.011 0.004 0.048
H 3.2881 2.4662 -8.2751 0.006 0.008 0.039
H 3.5654 0.9020 -6.3519 0.030 0.142 0.100
H 3.5240 1.8411 -4.0404 -0.005 -0.069 -0.064
N -9.2776 0.9622 -2.8668 -0.044 -0.152 -0.385
C -10.4499 1.1034 -3.4957 0.245 0.044 0.307
C -10.7041 0.6231 -4.7707 0.071 -0.036 -0.036
C -9.6853 -0.0391 -5.4365 -0.030 -0.041 -0.113
C -8.4602 -0.1969 -4.8070 -0.056 0.016 -0.009
C -8.3097 0.3178 -3.5292 -0.292 0.215 0.232
H -11.2146 1.6311 -2.9357 -0.030 -0.022 -0.063
H -11.6738 0.7641 -5.2299 0.027 0.011 0.039
H -9.8440 -0.4286 -6.4354 0.005 0.014 0.045
H -7.6413 -0.7082 -5.2963 -0.024 -0.005 0.044
H -7.3731 0.2169 -2.9946 -0.045 -0.034 -0.056
```
Positions in Å, forces in eV/Å.

As for the max |F|: 0.1452 Eh/bohr. As for the charge: +1. The calculation puts the LUMO energy at -4.51 eV. The value obtained for the gap between HOMO and LUMO is 6.24 eV.



# C46H44KN7P2SSeTe

A molecular structure, C46H44KN7P2SSeTe (ωB97M-V with the def2-TZVPD basis set, the OMol25 dataset).

Geometry as XYZ:
```
103
Properties=species:S:1:pos:R:3:forces:R:3
K -1.2900 1.6897 -0.0561 0.054 0.160 -0.300
Te 2.3120 1.9525 3.1408 0.074 -0.081 0.216
C 3.4302 0.9996 4.6597 0.088 -0.037 0.030
C 3.7883 -0.3431 4.5803 -0.072 0.133 0.025
C 4.5240 -0.9085 5.6068 -0.014 -0.095 -0.089
N 4.9307 -0.2520 6.6934 0.056 -0.046 0.073
C 4.5807 1.0304 6.7635 -0.025 0.114 0.021
C 3.8445 1.6933 5.7951 0.014 -0.036 -0.072
C 1.5412 0.1935 2.2564 -0.248 0.138 -0.272
P -0.2876 0.3824 2.5439 0.364 -0.137 0.077
C -1.0942 -1.2613 2.1888 0.132 -0.074 0.081
C -2.4835 -1.1322 1.7104 0.058 0.235 0.097
C -3.4213 -2.3623 1.9548 0.056 -0.051 0.006
C -2.7637 -3.5317 2.5415 -0.024 -0.108 0.086
C -1.4348 -3.6041 2.7426 -0.049 0.024 0.031
C -0.5888 -2.4501 2.5773 -0.107 0.219 0.021
C -0.4445 0.2908 4.3702 0.103 -0.038 0.041
C 0.3895 -0.5012 5.1588 -0.039 0.053 -0.014
C 0.2312 -0.5423 6.5327 0.006 0.004 0.006
C -0.7803 0.1984 7.1356 0.019 -0.018 0.068
C -1.6189 0.9807 6.3588 -0.049 0.040 0.033
C -1.4453 1.0357 4.9810 -0.032 -0.019 0.021
P 1.7672 0.4035 0.4425 -0.167 -0.304 0.201
C 1.8096 -1.3363 -0.1999 0.010 -0.027 0.102
C 1.5270 -1.5530 -1.5457 -0.008 0.040 -0.030
C 1.5993 -2.8271 -2.0905 0.037 -0.021 -0.044
C 1.9375 -3.9061 -1.2877 0.044 -0.020 -0.004
C 2.1950 -3.7049 0.0630 0.030 -0.027 0.012
C 2.1293 -2.4291 0.6013 0.055 0.079 -0.075
C 3.5634 0.7321 0.2373 0.061 0.051 -0.011
C 3.9570 1.7676 -0.6025 0.028 -0.026 0.024
C 5.3047 2.0511 -0.7947 -0.017 0.032 -0.031
C 6.2693 1.3007 -0.1434 0.061 0.012 -0.006
C 5.8853 0.2612 0.6967 0.042 -0.020 0.013
C 4.5442 -0.0209 0.8813 -0.074 0.026 -0.010
H 3.4519 -0.9300 3.7324 0.005 -0.006 -0.010
H 4.8033 -1.9576 5.5489 0.011 0.012 0.033
H 4.8981 1.5672 7.6538 0.010 -0.031 -0.001
H 3.5862 2.7353 5.9446 -0.012 0.005 -0.031
H -2.9220 -0.1382 1.8007 0.022 -0.005 0.066
H -4.4528 -2.1820 2.2505 0.034 -0.017 -0.025
H -3.3988 -4.3548 2.8553 0.009 0.014 0.021
H -0.9981 -4.5088 3.1518 -0.020 -0.016 0.009
H 0.4329 -2.5026 2.9350 0.039 0.014 -0.014
H 1.1813 -1.0627 4.6800 0.001 -0.011 -0.002
H 0.9021 -1.1439 7.1354 -0.001 0.001 0.009
H -0.9049 0.1697 8.2120 -0.009 -0.001 -0.002
H -2.4061 1.5628 6.8231 0.009 -0.001 0.006
H -2.0849 1.6680 4.3755 0.005 -0.002 -0.016
H 1.2211 -0.7141 -2.1646 0.003 0.014 0.013
H 1.3625 -2.9816 -3.1372 0.005 -0.001 -0.001
H 1.9762 -4.9047 -1.7064 -0.001 -0.009 0.000
H 2.4394 -4.5479 0.6997 -0.004 -0.006 -0.006
H 2.3138 -2.2465 1.6542 -0.012 -0.031 0.024
H 3.1980 2.3663 -1.0931 -0.004 -0.006 -0.003
H 5.5950 2.8668 -1.4465 0.014 0.001 0.009
H 7.3203 1.5257 -0.2820 -0.001 -0.001 -0.009
H 6.6360 -0.3264 1.2121 0.004 0.008 0.005
H 4.2406 -0.8214 1.5441 0.010 -0.011 0.002
C -1.2970 -3.4245 -0.3610 0.008 -0.080 -0.134
C -2.5697 -2.5849 -0.5107 0.089 0.109 -0.033
C -3.7212 -3.4788 -0.9685 0.060 0.006 -0.114
C -2.3002 -1.4891 -1.5461 0.081 -0.018 0.059
N -3.0923 -1.8696 0.6532 -0.232 -0.202 -0.052
H -1.0027 -3.7711 -1.3554 -0.034 0.003 0.015
H -1.4447 -4.3018 0.2676 -0.025 0.041 -0.033
H -0.4676 -2.8411 0.0383 -0.133 -0.068 -0.082
H -3.4552 -3.9803 -1.9025 0.003 -0.010 0.009
H -4.6207 -2.8852 -1.1304 -0.011 0.031 0.010
H -3.9346 -4.2468 -0.2209 0.006 0.013 0.039
H -2.0986 -1.9250 -2.5276 -0.023 0.003 -0.016
H -1.4021 -0.9287 -1.2671 -0.009 -0.029 0.024
H -3.1375 -0.7934 -1.6106 -0.042 -0.017 -0.023
N 0.9396 1.0955 -5.1960 -0.096 -0.027 0.020
C -0.3822 1.1746 -4.8626 0.061 -0.094 -0.123
S -0.9149 1.3259 -3.3126 0.015 0.043 -0.019
N -1.2822 1.1105 -5.8936 -0.002 0.039 0.161
C -1.0804 1.1172 -7.2788 -0.033 -0.057 -0.149
C -2.0064 0.4309 -8.0741 0.143 0.079 0.091
C -1.8865 0.4367 -9.4503 0.070 0.049 -0.025
C -0.8358 1.1124 -10.0611 -0.023 -0.019 -0.032
C 0.0754 1.8008 -9.2758 -0.008 -0.006 0.003
C -0.0437 1.8209 -7.8933 -0.092 -0.046 -0.038
H 1.5507 0.9545 -4.4088 -0.001 0.020 0.041
H 1.1981 0.6289 -6.0512 -0.008 0.015 -0.024
H -2.2365 1.0558 -5.5690 0.015 0.021 0.037
H -2.8167 -0.1069 -7.5982 0.000 0.007 0.035
H -2.6159 -0.0968 -10.0462 0.011 0.004 -0.026
H -0.7376 1.1110 -11.1389 0.000 0.000 0.003
H 0.8844 2.3543 -9.7355 -0.011 -0.009 -0.034
H 0.6421 2.4109 -7.3033 -0.011 -0.014 0.047
Se -5.5574 1.7378 -0.3654 0.221 0.197 0.013
N -5.9669 3.5322 -0.6340 -0.047 -0.236 0.008
C -4.8371 4.2079 -0.4496 0.172 -0.132 0.048
C -4.6680 5.5892 -0.5751 -0.124 0.044 -0.029
C -3.3932 6.1566 -0.3305 0.215 0.056 0.043
C -2.3352 5.3656 0.0073 0.031 0.116 -0.008
N -2.4286 3.9993 0.1340 0.076 0.159 0.021
C -3.6196 3.4323 -0.0690 -0.487 -0.071 -0.086
N -3.7831 2.1012 0.0529 -0.391 -0.043 -0.041
H -5.5160 6.2115 -0.8413 -0.007 -0.014 -0.001
H -3.2515 7.2312 -0.4103 0.020 -0.002 0.003
H -1.3499 5.7828 0.1990 -0.030 0.049 -0.011
```
Positions in Å, forces in eV/Å.

As for the max |F|: 0.0097 Eh/bohr. As for the charge: -2. The calculation puts the LUMO energy at 3.19 eV. The value obtained for the gap between HOMO and LUMO is 1.68 eV. The value obtained for the energy relative to the best compared isomer or geometry (same formula, charge and spin) is 77.6 kcal per mole.



Number 1: E_HOMO -10.8 eV. Number 2: E_HOMO 1.5 eV.